{"formula": "C44H46AuGeN5OSi", "method": "ωB97M-V/def2-TZVPD", "lumo_ev": -8.49, "gap_ev": 4.83, "multiplicity": 1, "charge": 2, "e_above_lowest_kcal_mol": 54.1, "homo_energy_ev": -13.3, "species": ["Au", "Ge", "Si", "O", "N", "N", "N", "N", "N", "C", "C", "C", "C", "C", "C", "C", "C", "C", "C", "C", "C", "C", "C", "C", "C", "C", "C", "C", "C", "C", "C", "C", "C", "C", "C", "C", "C", "C", "C", "C", "C", "C", "C", "C", "C", "C", "C", "C", "C", "C", "C", "C", "C", "H", "H", "H", "H", "H", "H", "H", "H", "H", "H", "H", "H", "H", "H", "H", "H", "H", "H", "H", "H", "H", "H", "H", "H", "H", "H", "H", "H", "H", "H", "H", "H", "H", "H", "H", "H", "H", "H", "H", "H", "H", "H", "H", "H", "H", "H"], "coordinates": [[-0.22331, 0.91285, -1.27177], [-0.51157, 0.95000, 1.46823], [0.48417, -2.51704, -1.14970], [-0.20296, -1.06964, -1.00706], [-2.77902, 3.12686, -1.40899], [1.98964, 1.18015, -1.57719], [-0.38565, 2.87204, -1.36147], [-2.43317, 0.74854, -1.47953], [1.91780, 3.54570, -1.19487], [-0.30888, 2.89953, 1.80609], [1.71438, -4.09224, 0.92334], [-5.16310, 0.41536, -1.38102], [-4.61716, 1.67850, -1.35034], [-3.22320, 1.84169, -1.41370], [-2.56003, -6.08294, -1.35350], [2.35533, -1.78532, 0.87822], [-1.61697, -1.66898, 5.20756], [3.97585, 2.42087, -1.14180], [0.73261, 6.35528, -1.34619], [2.53331, -4.29260, 2.02594], [-2.85054, -4.95856, -0.59715], [4.74591, 1.30793, -1.40061], [1.61121, -2.83474, 0.32840], [-1.50463, -1.33789, 3.72425], [-1.27473, 4.99814, -1.39749], [-1.47670, 7.35338, -1.33909], [2.58236, 2.36202, -1.28171], [-2.09545, 6.10810, -1.37296], [-2.30464, 0.19429, 1.83985], [-1.58117, 3.56397, -1.40696], [-0.48706, -5.07645, -2.05347], [-1.96317, -3.88895, -0.56851], [-2.47110, -0.23121, 3.30406], [-4.31798, -0.69135, -1.47600], [1.77811, -1.98369, -5.07718], [2.74169, 0.10874, -1.86029], [3.47281, -3.26662, -3.95067], [-0.40828, 3.31435, 3.28057], [-2.96168, -0.48238, -1.52013], [0.85239, 3.05453, 4.09619], [1.44134, -2.68345, -2.79322], [-0.77807, -3.94641, -1.29876], [2.67727, -3.32876, -2.81162], [3.15285, -1.97309, 1.99667], [0.11596, 5.12077, -1.36446], [0.66973, 3.76418, -1.32250], [-1.37751, -6.14364, -2.07548], [3.24145, -3.23284, 2.57287], [1.15884, 1.57010, 4.26424], [-0.08999, 7.47660, -1.33601], [4.11400, 0.13280, -1.80166], [3.02505, -2.59217, -5.07747], [0.98425, -2.03266, -3.93704], [0.01686, -1.54044, -3.93693], [-6.23576, 0.28322, -1.34112], [1.97360, 1.41899, 4.96984], [-5.21630, 2.57370, -1.28435], [4.67558, -0.75156, -2.06257], [2.21494, -0.78892, -2.15168], [0.71096, 3.50178, 5.08130], [-0.47624, -1.02046, 3.50599], [4.44699, -3.73835, -3.94117], [3.70496, -1.13949, 2.41340], [-0.91170, -2.45267, 5.47799], [3.64809, -2.54778, -5.96083], [-2.46692, -0.65354, 1.17133], [0.28208, 1.03667, 4.64327], [1.41821, -1.46403, -5.95574], [-3.50055, -0.57115, 3.43972], [-1.14381, 3.35661, 1.26830], [1.14726, -4.92158, 0.51697], [0.42373, -5.14172, -2.63379], [1.46745, 1.11409, 3.31745], [-1.40769, -0.79261, 5.82207], [-3.76204, -4.91029, -0.01476], [1.70292, 3.56042, 3.63264], [-2.08583, 8.24585, -1.31174], [-2.33277, 0.63223, 3.96130], [5.82397, 1.35362, -1.32700], [-1.13515, -7.01846, -2.66374], [-2.19658, -3.01922, 0.03740], [0.35778, 8.46039, -1.31980], [3.87202, -3.38642, 3.43794], [2.32977, -0.80814, 0.40965], [-3.25324, -6.91268, -1.38366], [-4.71241, -1.69517, -1.52281], [4.41327, 3.36864, -0.86709], [-2.61918, -2.02107, 5.45095], [3.04121, -3.85783, -1.93854], [-2.25335, -1.29904, -1.59286], [-1.69810, -2.23848, 3.13596], [-0.61648, 4.38656, 3.29392], [0.68089, 0.00021, 1.59910], [1.81077, 6.43049, -1.34401], [0.61703, 3.27265, 1.36414], [-1.25918, 2.81948, 3.75859], [-3.03923, 0.96401, 1.58770], [-3.17146, 6.00638, -1.36485], [2.61303, -5.27859, 2.46317]]}